86
Properties=species:S:1:pos:R:3 method="wB97M-V/def2-TZVPD" e_lumo_ha="-0.4508 / -0.4206" e_homo_ev="-15.66 / -15.66" charge=+3 energy_ha=-2380.75656
Y -1.202 -0.628 -0.327
P 0.387 1.318 1.603
P -1.297 -2.020 2.091
P -1.249 2.042 -1.871
H -4.609 -2.837 -0.013
C -4.376 -2.827 -1.092
C -3.209 -3.249 -1.560
H -2.521 -3.771 -0.867
C -0.706 2.474 2.488
C 1.478 0.706 2.921
C 1.439 2.496 0.703
C -2.516 -3.334 1.675
C 0.151 -2.885 2.802
C -2.096 -1.162 3.504
C -2.207 2.182 -3.455
C 0.276 2.783 -2.603
C -2.174 3.354 -0.949
H -5.157 -2.491 -1.782
H -2.905 -3.070 -2.614
H -0.154 2.911 3.324
H -1.569 1.927 2.875
H -1.024 3.271 1.807
H 1.828 1.594 3.474
H 2.356 0.182 2.513
H 0.923 0.030 3.598
H 1.805 3.214 1.443
H 0.856 3.028 -0.061
H 2.296 1.985 0.250
H -2.984 -3.754 2.580
H -1.995 -4.126 1.120
H -3.307 -2.911 1.032
H -0.052 -3.211 3.835
H 1.020 -2.207 2.800
H 0.361 -3.763 2.172
H -2.638 -1.902 4.110
H -2.812 -0.419 3.114
H -1.313 -0.666 4.102
H -1.976 3.098 -4.023
H -3.285 2.175 -3.208
H -1.927 1.311 -4.062
H -0.003 3.202 -3.582
H 1.015 1.983 -2.769
H 0.705 3.568 -1.973
H -2.652 4.046 -1.660
H -1.504 3.910 -0.277
H -2.959 2.859 -0.356
C -4.106 -0.032 -1.767
C -4.948 0.360 -0.718
C -6.260 0.678 -1.063
C -6.656 0.663 -2.446
C -5.744 0.349 -3.477
C -4.441 0.095 -3.146
O -2.945 -0.562 -1.449
H -2.543 0.607 0.761
H -4.473 0.326 0.297
H -6.923 0.976 -0.245
H -7.645 1.059 -2.719
H -6.014 0.338 -4.536
H -3.611 -0.002 -3.853
C 6.226 -0.831 3.168
C 6.170 -1.351 1.739
N 5.090 -0.894 0.927
C 4.846 0.547 0.933
C 5.232 1.317 -0.346
C 4.664 -1.705 -0.106
O 5.228 -2.763 -0.335
C 3.456 -1.253 -0.925
C 3.566 -1.086 -2.317
C 2.388 -0.821 -3.003
C 1.154 -0.833 -2.360
N 1.049 -0.940 -1.013
C 2.201 -1.186 -0.319
H 6.693 0.159 3.209
H 6.840 -1.544 3.735
H 5.231 -0.797 3.630
H 7.084 -1.060 1.215
H 6.199 -2.436 1.774
H 3.777 0.678 1.148
H 5.392 0.977 1.781
H 4.559 1.069 -1.186
H 5.203 2.412 -0.181
H 6.268 1.062 -0.629
H 4.538 -1.173 -2.806
H 2.410 -0.704 -4.076
H 0.207 -0.779 -2.899
H 2.118 -1.336 0.774